# 1
Formula: C6H9NO
Source: OMol25
Level of theory: ωB97M-V/def2-TZVPD

Calculated values
Highest occupied orbital energy: -8.004 eV
Max |F|: 0.01839 Eh/bohr
Lowest unoccupied orbital energy: -0.160 eV
Energy relative to the best compared isomer or geometry (same formula, charge and spin): 8.915 eV
Frontier orbital gap: 7.843 eV

Cartesian coordinates (Å):
C  1.444  0.899  -1.796
C  1.018  0.188  1.740
C  0.532  0.417  -0.757
C  0.301  0.118  0.440
N  -1.989  -0.513  -1.630
O  -0.975  0.146  -2.003
C  -1.423  -0.563  0.907
C  -1.777  -0.981  1.998
H  -1.972  -0.472  -0.165
H  -1.760  -1.532  -1.698
H  1.727  0.088  -2.468
H  0.959  1.668  -2.398
H  2.346  1.325  -1.341
H  2.051  0.511  1.585
H  1.014  -0.791  2.226
H  0.515  0.887  2.412
H  -2.013  -1.394  2.948

Here are the natural (NBO) charges for atoms 1 to 8, given in e: number 1, C, carries -0.673; number 2, C, carries -0.635; number 3, C, carries 0.183; number 4, C, carries -0.028; number 5, N, carries -0.211; number 6, O, carries -0.345; number 7, C, carries -0.257; number 8, C, carries -0.204



# 2
Formula: C7H11FO
Source: OMol25
Level of theory: ωB97M-V/def2-TZVPD

Calculated values
Highest occupied orbital energy (alpha / beta): -7.615 / -8.675 eV
Max |F|: 0.08541 Eh/bohr
Lowest unoccupied orbital energy (alpha / beta): -0.757 / 0.285 eV
Energy relative to the best compared isomer or geometry (same formula, charge and spin): 4.415 eV
Frontier orbital gap (alpha / beta): 6.858 / 8.960 eV

Cartesian coordinates (Å):
C  1.648  0.594  -0.721
C  0.641  0.849  -1.559
C  -0.940  0.579  0.243
C  -0.190  -0.544  0.993
C  0.730  1.253  -3.002
C  0.397  -0.406  2.390
C  -0.058  -1.867  0.439
O  -0.705  0.590  -1.138
F  2.984  0.593  -1.093
H  -2.065  0.506  0.174
H  -0.772  1.539  0.851
H  0.080  0.768  -3.612
H  1.768  1.267  -3.416
H  0.493  2.345  -3.146
H  0.372  0.482  2.962
H  1.440  -0.418  2.463
H  -0.213  -1.145  2.841
H  -0.999  -2.350  0.327
H  0.625  -2.488  0.904
H  0.263  -1.708  -0.610

Here are the natural (NBO) charges for atoms 1 to 8, given in e: number 1, C, carries 0.310; number 2, C, carries 0.088; number 3, C, carries -0.142; number 4, C, carries 0.211; number 5, C, carries -0.649; number 6, C, carries -0.701; number 7, C, carries -0.718; number 8, O, carries -0.516



# 3
Formula: C2H3CuLiO2
Source: OMol25
Level of theory: ωB97M-V/def2-TZVPD

Calculated values
Highest occupied orbital energy (alpha / beta): -6.119 / -6.145 eV
<S²>: 0.753
Max |F|: 0.04835 Eh/bohr
2S+1: 2
Lowest unoccupied orbital energy (alpha / beta): -2.128 / -2.147 eV
Energy relative to the best compared isomer or geometry (same formula, charge and spin): 1.916 eV
Frontier orbital gap (alpha / beta): 3.991 / 3.999 eV

Cartesian coordinates (Å):
O  0.445  0.137  1.136
C  -0.445  -0.286  0.455
C  -0.877  0.297  -0.900
O  -0.315  -0.238  -1.988
H  -0.680  1.389  -0.762
H  -1.988  0.196  -0.840
Cu  1.021  -1.499  -2.928
Li  1.116  0.829  2.800
H  1.724  -0.825  3.027

Here are the natural (NBO) charges for atoms 1 to 8, given in e: number 1, O, carries -0.607; number 2, C, carries 0.542; number 3, C, carries -0.135; number 4, O, carries -0.994; number 5, H, carries 0.142; number 6, H, carries 0.150; number 7, Cu, carries 0.910; number 8, Li, carries 0.771



# 4
Formula: C4H7N2
Source: OMol25
Level of theory: ωB97M-V/def2-TZVPD

Calculated values
Highest occupied orbital energy (alpha / beta): -11.930 / -14.639 eV
<S²>: 2.009
Max |F|: 0.06416 Eh/bohr
Total charge: +1
2S+1: 3
Lowest unoccupied orbital energy (alpha / beta): -3.121 / -6.978 eV
Energy relative to the best compared isomer or geometry (same formula, charge and spin): 3.599 eV
Frontier orbital gap (alpha / beta): 8.809 / 7.661 eV

Cartesian coordinates (Å):
C  -1.219  1.073  -0.209
C  -1.338  -0.251  0.162
C  0.920  -0.522  -0.611
C  0.876  0.979  -0.471
N  -0.373  -1.081  -0.237
N  1.549  0.121  0.605
H  -0.973  1.198  -1.216
H  -1.800  1.685  0.425
H  -1.931  -0.740  0.910
H  1.359  -1.202  -1.286
H  -0.557  -2.039  -0.006
H  0.989  0.318  1.404
H  2.499  0.460  0.530

Here are the natural (NBO) charges for atoms 1 to 8, given in e: number 1, C, carries -0.299; number 2, C, carries 0.007; number 3, C, carries -0.014; number 4, C, carries 0.138; number 5, N, carries -0.531; number 6, N, carries -0.633; number 7, H, carries 0.246; number 8, H, carries 0.253



# 5
Formula: C42H46N6O2P2Zn
Source: OMol25
Level of theory: ωB97M-V/def2-TZVPD

Calculated values
Highest occupied orbital energy: -8.346 eV
Max |F|: 0.05597 Eh/bohr
Lowest unoccupied orbital energy: -1.699 eV
Energy relative to the best compared isomer or geometry (same formula, charge and spin): 0.560 eV
Frontier orbital gap: 6.647 eV

Cartesian coordinates (Å):
Zn  -0.537  -2.308  0.162
C  -1.405  2.440  -1.200
C  -1.742  1.628  -2.208
C  -0.934  1.311  -3.431
C  0.239  0.300  -3.349
C  1.425  0.698  -2.523
C  1.559  1.826  -1.822
C  0.906  3.132  -2.114
C  -0.240  3.370  -1.105
C  1.418  -2.173  0.415
H  -1.988  2.406  -0.274
H  -2.666  1.042  -2.138
H  -0.659  2.203  -4.012
H  -1.659  0.772  -4.055
H  -0.187  -0.656  -2.982
H  0.602  0.099  -4.372
H  2.172  -0.103  -2.425
H  2.208  1.837  -0.931
H  0.576  3.224  -3.153
H  1.658  3.907  -1.897
H  0.170  3.201  -0.095
H  -0.573  4.425  -1.127
H  1.626  -1.860  1.447
H  1.752  -1.394  -0.278
H  1.900  -3.141  0.202
P  1.372  -1.158  -7.954
P  -1.924  -0.810  -7.726
N  2.819  -0.150  -8.035
N  2.060  -2.412  -9.015
N  -2.122  0.964  -7.673
N  -3.579  -1.078  -8.201
C  0.392  -0.255  -9.256
C  -1.049  -0.778  -9.362
C  3.430  0.381  -6.888
C  4.442  1.245  -7.286
C  4.468  1.248  -8.722
C  3.458  0.392  -9.156
C  2.257  -3.722  -8.553
C  2.732  -4.502  -9.600
C  2.855  -3.649  -10.746
C  2.418  -2.383  -10.366
C  -1.878  1.614  -6.467
C  -1.926  2.987  -6.655
C  -2.190  3.201  -8.044
C  -2.279  1.949  -8.648
C  -4.409  -0.340  -9.060
C  -5.502  -1.126  -9.402
C  -5.371  -2.374  -8.698
C  -4.202  -2.318  -7.959
H  0.888  -0.325  -10.234
H  0.418  0.801  -8.944
H  -1.603  -0.162  -10.081
H  -1.077  -1.823  -9.711
H  3.064  0.088  -5.914
H  5.083  1.812  -6.629
H  5.146  1.793  -9.357
H  3.134  0.163  -10.157
H  2.031  -3.950  -7.521
H  2.957  -5.558  -9.551
H  3.225  -3.925  -11.725
H  2.322  -1.487  -10.961
H  -1.680  0.991  -5.620
H  -1.787  3.729  -5.882
H  -2.302  4.155  -8.536
H  -2.444  1.693  -9.681
H  -4.166  0.665  -9.358
H  -6.301  -0.839  -10.068
H  -6.060  -3.206  -8.735
H  -3.724  -3.021  -7.291
O  -0.097  1.536  1.487
C  -0.645  0.630  2.093
N  -1.072  0.698  3.429
C  -1.170  -0.605  4.024
C  -1.176  -1.457  2.739
O  -1.343  -2.689  2.683
N  -0.937  -0.680  1.661
C  0.053  -0.880  4.911
C  0.890  -1.987  4.746
C  2.065  -2.079  5.511
C  2.350  -1.114  6.476
C  1.447  -0.074  6.724
C  0.287  0.032  5.950
C  -2.467  -0.733  4.797
C  -2.567  -1.424  6.008
C  -3.800  -1.451  6.673
C  -4.916  -0.820  6.122
C  -4.795  -0.121  4.915
C  -3.570  -0.091  4.249
H  -0.934  1.565  3.957
H  0.624  -2.783  4.047
H  2.745  -2.912  5.331
H  3.256  -1.195  7.077
H  1.630  0.661  7.510
H  -0.437  0.827  6.167
H  -1.688  -1.931  6.417
H  -3.867  -1.983  7.623
H  -5.876  -0.869  6.637
H  -5.648  0.392  4.481
H  -3.463  0.446  3.305

Here are the Löwdin charges for atoms 1 to 8, given in e: number 1, Zn, carries 0.986; number 2, C, carries -0.113; number 3, C, carries -0.092; number 4, C, carries -0.231; number 5, C, carries -0.179; number 6, C, carries -0.125; number 7, C, carries -0.111; number 8, C, carries -0.191